8 unconnected molecules or ions with the total composition C44H61N7O3 in a non-equilibrium geometry, computed with wB97M-V/def2-TZVPD.

The geometry in ORCA input format:
```
! RIJCOSX wB97M-V def2-TZVPD def2/J DEFGRID3
* xyz 0 1
C 5.69 -2.70 0.17
C 6.36 -1.77 0.53
C 7.11 -0.57 1.00
C 6.18 0.67 0.78
C 6.63 1.42 -0.50
C 5.50 2.04 -1.34
O 5.86 1.72 -2.74
C 4.75 1.38 -3.42
O 4.66 0.81 -4.45
O 3.68 1.80 -2.65
C 4.10 1.41 -1.33
C 3.24 1.83 -0.12
C 1.91 2.55 -0.48
C 0.72 1.69 0.04
C -0.59 2.55 0.12
C -1.70 1.98 -0.82
C -2.99 1.58 0.01
C -3.47 0.12 -0.31
C -4.48 0.11 -1.51
H 4.85 -3.31 -0.06
H 8.06 -0.48 0.47
H 7.27 -0.73 2.07
H 5.16 0.27 0.73
H 6.26 1.31 1.66
H 7.26 2.25 -0.16
H 7.29 0.80 -1.10
H 5.39 3.13 -1.36
H 4.20 0.32 -1.41
H 3.88 2.41 0.55
H 3.00 0.91 0.42
H 1.76 2.71 -1.55
H 1.93 3.53 0.02
H 0.93 1.32 1.05
H 0.64 0.83 -0.63
H -0.92 2.61 1.16
H -0.33 3.55 -0.24
H -1.35 1.15 -1.44
H -2.00 2.79 -1.50
H -3.79 2.28 -0.24
H -2.79 1.70 1.08
H -2.62 -0.56 -0.47
H -4.01 -0.26 0.56
H -4.97 -0.86 -1.59
H -5.28 0.85 -1.33
H -4.00 0.38 -2.45
C -4.71 -3.45 1.03
C -5.91 -2.71 1.20
C -6.64 -3.32 2.19
N -5.93 -4.42 2.61
C -4.76 -4.50 1.91
H -3.92 -3.24 0.34
H -6.20 -1.82 0.67
H -7.59 -3.08 2.62
H -6.23 -5.06 3.32
H -4.06 -5.30 2.10
C -4.35 3.77 -4.41
C -5.54 3.33 -5.05
C -6.51 3.24 -4.09
N -5.95 3.60 -2.89
C -4.64 3.93 -3.08
H -3.39 3.96 -4.87
H -5.66 3.11 -6.10
H -7.54 2.94 -4.15
H -6.43 3.62 -2.01
H -4.03 4.25 -2.25
C 7.68 -3.31 -4.11
C 7.05 -3.56 -5.36
C 6.47 -2.39 -5.77
N 6.72 -1.44 -4.82
C 7.46 -1.99 -3.81
H 8.22 -4.01 -3.50
H 7.03 -4.50 -5.89
H 5.90 -2.15 -6.65
H 6.41 -0.49 -4.86
H 7.76 -1.40 -2.96
C -3.03 1.53 5.40
C -3.65 1.27 4.15
C -4.22 2.44 3.73
N -3.97 3.40 4.67
C -3.24 2.86 5.69
H -2.49 0.83 6.02
H -3.68 0.33 3.63
H -4.78 2.67 2.84
H -4.28 4.35 4.62
H -2.94 3.45 6.54
C 5.19 -7.40 -1.45
C 5.98 -6.26 -1.76
C 5.81 -6.00 -3.10
N 4.96 -6.94 -3.60
C 4.57 -7.80 -2.60
H 5.09 -7.87 -0.49
H 6.60 -5.70 -1.08
H 6.23 -5.24 -3.73
H 4.66 -7.00 -4.56
H 3.89 -8.61 -2.80
C -3.46 6.76 1.11
C -4.65 6.32 0.46
C -5.62 6.22 1.42
N -5.07 6.58 2.62
C -3.76 6.91 2.44
H -2.50 6.94 0.65
H -4.77 6.11 -0.59
H -6.66 5.93 1.35
H -5.56 6.59 3.49
H -3.15 7.23 3.27
C -0.97 -3.98 5.69
C -2.08 -4.34 6.49
C -3.18 -4.39 5.66
N -2.77 -4.06 4.40
C -1.42 -3.81 4.41
H 0.05 -3.85 6.02
H -2.08 -4.55 7.55
H -4.21 -4.62 5.87
H -3.37 -4.01 3.59
H -0.91 -3.54 3.50
*
```

HOMO level (eV): -7.94
Max |F| (eV Å⁻¹): 2.09
Frontier orbital gap (eV): 8.33
Structure (SMILES): C#CCCC[C@H]1OC(=O)O[C@@H]1CCCCCCCC.c1cc[nH]c1.c1cc[nH]c1.c1cc[nH]c1.c1cc[nH]c1.c1cc[nH]c1.c1cc[nH]c1.c1cc[nH]c1